[1]
C15H22FS4W as an isolated structure, computed with ωB97M-V/def2-TZVPD.

Geometry (Å):
W: 0.053 -0.021 -0.991
C: -1.643 2.525 -0.992
C: -2.732 1.442 -1.377
S: -1.942 0.076 -2.330
C: -2.566 -1.645 -2.056
C: -1.369 -2.682 -2.075
S: 0.218 -1.844 -2.537
C: 1.771 -2.598 -1.830
C: 2.740 -1.522 -1.199
S: 2.395 0.137 -1.979
C: 2.649 1.657 -0.935
C: 1.308 2.279 -0.458
S: 0.034 2.285 -1.812
H: -1.484 2.527 0.086
H: -1.980 3.517 -1.284
H: -3.499 1.877 -2.011
H: -3.183 1.045 -0.470
H: -3.258 -1.848 -2.869
H: -3.099 -1.702 -1.111
H: -1.554 -3.440 -2.832
H: -1.252 -3.159 -1.104
H: 2.238 -3.106 -2.669
H: 1.500 -3.330 -1.071
H: 3.768 -1.799 -1.425
H: 2.628 -1.481 -0.119
H: 3.192 2.336 -1.591
H: 3.280 1.452 -0.070
H: 1.441 3.294 -0.077
H: 0.916 1.716 0.409
F: 0.852 1.712 5.367
C: 0.476 1.092 4.264
C: -0.864 0.769 4.115
C: -1.256 0.095 2.972
C: -0.315 -0.235 1.996
C: -0.758 -0.810 0.713
C: 1.036 0.063 2.209
C: 1.447 0.742 3.345
H: -1.566 1.035 4.894
H: -2.300 -0.167 2.844
H: 0.088 -1.560 0.273
H: -1.700 -1.357 0.695
H: 1.803 -0.317 1.531
H: 2.487 0.951 3.560

spin multiplicity	3
lowest unoccupied orbital energy (spin up / spin down)	-11.0 / -11.8	eV
HOMO energy (spin up / spin down)	-17.8 / -17.8	eV
energy above the lowest of the compared OMol25 structures with the same formula, charge and spin	382.1	kJ/mol
net charge	+3
expectation value of S²	2.023

=====

[2]
One molecule with the formula C15H22N2O3 in a non-equilibrium geometry, computed with ωB97M-V/def2-TZVPD.

Geometry (Å):
C: 3.436 2.355 -2.472
C: 2.467 1.440 -1.847
C: 1.418 2.142 -0.918
C: 3.237 0.195 -1.341
C: 2.397 -1.082 -1.260
N: 1.821 -1.362 -2.450
C: 1.400 -0.883 -0.022
O: 1.907 -0.915 1.169
N: 0.103 -0.556 -0.383
C: -0.887 -1.424 0.361
C: -2.214 -0.685 0.175
C: -2.774 0.012 1.409
C: -2.168 -0.098 2.702
C: -2.666 0.445 3.904
C: -3.948 1.215 3.706
C: -4.526 1.383 2.468
C: -3.987 0.738 1.335
C: -0.730 -2.845 -0.008
O: 0.025 -3.236 -0.927
O: -1.122 -3.692 0.898
H: 4.324 2.711 -1.749
H: 2.981 3.355 -2.628
H: 3.777 2.093 -3.526
H: 1.750 1.142 -2.576
H: 0.951 2.929 -1.405
H: 2.091 2.496 -0.143
H: 0.646 1.588 -0.267
H: 4.093 0.038 -2.164
H: 3.942 0.402 -0.531
H: 2.953 -1.916 -0.765
H: 1.286 -2.129 -2.398
H: 2.425 -2.027 -2.860
H: -0.271 -0.812 -1.383
H: -0.581 -1.464 1.454
H: -2.088 0.101 -0.674
H: -2.925 -1.415 -0.425
H: -1.225 -0.557 2.864
H: -2.080 0.243 4.858
H: -4.598 1.757 4.426
H: -5.452 1.818 2.428
H: -4.315 1.130 0.372
H: -0.870 -4.632 0.595

SMILES string	CC(C)C[C@H](N)C(=O)N[C@@H](Cc1ccccc1)C(=O)O
lowest unoccupied orbital energy	0.4	eV
HOMO energy	-9.1	eV
energy above the lowest of the compared OMol25 structures with the same formula, charge and spin	580.1	kJ/mol

=====

[3]
A 4-piece molecular cluster, C15H22N2O3 overall in a non-equilibrium geometry, computed with ωB97M-V/def2-TZVPD.

Geometry (Å):
O: -0.989 0.119 2.125
C: -1.303 -0.084 0.932
O: -1.632 -1.260 0.404
C: -1.566 -1.335 -1.013
C: -0.923 -0.037 -1.452
C: -1.151 0.853 -0.281
H: -2.576 -1.485 -1.394
H: -0.988 -2.134 -1.478
H: -1.296 0.397 -2.380
H: 0.156 -0.035 -1.602
H: -2.029 1.500 -0.277
H: -0.259 1.471 -0.179
N: -0.834 -3.185 -4.205
C: 0.248 -3.026 -3.408
C: 0.208 -4.135 -2.491
C: -0.962 -4.845 -2.737
C: -1.631 -4.188 -3.753
H: -1.158 -2.588 -4.953
H: 0.914 -2.219 -3.676
H: 0.968 -4.360 -1.757
H: -1.298 -5.716 -2.195
H: -2.656 -4.240 -4.091
N: 1.560 -0.873 3.362
C: 1.799 -0.913 4.700
C: 2.890 -1.631 5.033
C: 3.309 -2.249 3.827
C: 2.515 -1.765 2.834
H: 0.778 -0.398 2.934
H: 1.164 -0.269 5.291
H: 3.436 -1.621 5.965
H: 4.147 -2.919 3.709
H: 2.753 -1.764 1.781
C: -1.548 5.054 -0.229
C: -0.051 5.197 -0.331
O: 0.559 4.416 -1.081
C: 0.681 6.164 0.559
H: -1.857 4.271 -0.923
H: -2.247 5.771 -0.659
H: -1.816 4.660 0.751
H: 1.476 6.693 0.033
H: 1.183 5.732 1.425
H: 0.028 6.977 0.878

spin multiplicity	2
lowest unoccupied orbital energy (spin up / spin down)	-3.0 / -7.4	eV
HOMO energy (spin up / spin down)	-10.3 / -10.3	eV
net charge	+1
expectation value of S²	0.762

=====

[4]
C15H22N2O3S as an isolated structure in a non-equilibrium geometry, computed with ωB97M-V/def2-TZVPD.

Geometry (Å):
C: 2.024 2.387 -0.836
H: 2.081 3.372 -1.352
H: 2.414 1.752 -1.697
H: 2.696 2.337 -0.095
S: 0.329 1.804 -0.528
O: -0.060 2.643 0.859
O: -0.666 1.992 -1.333
N: 0.390 0.341 -0.158
C: 1.059 0.091 1.117
H: 0.830 -0.943 1.607
C: 2.565 0.239 1.014
O: 3.260 0.949 1.422
N: 3.118 -1.102 0.075
C: 2.361 -1.877 -0.438
C: 3.362 -2.685 -1.486
H: 3.361 -2.209 -2.203
C: 4.714 -2.628 -0.538
C: 4.488 -1.100 0.023
H: 4.943 -0.198 -0.866
H: 5.044 -0.807 0.982
H: 4.695 -3.178 0.146
H: 5.440 -2.485 -1.062
H: 3.126 -3.603 -1.458
H: 1.865 -2.609 0.441
H: 1.516 -1.369 -1.294
H: 0.979 0.877 1.932
C: -0.866 -0.521 -0.192
H: -1.187 0.097 -1.220
H: -0.803 -1.455 -0.040
C: -1.896 0.051 0.915
C: -3.272 -0.305 0.384
C: -4.016 0.209 -0.701
C: -5.188 -0.195 -0.965
C: -5.788 -1.490 -0.417
C: -5.106 -2.084 0.612
C: -3.795 -1.344 1.055
H: -3.274 -2.054 1.633
H: -5.497 -2.876 1.339
H: -6.749 -1.684 -0.697
H: -5.873 0.408 -1.672
H: -3.473 1.036 -0.871
H: -2.073 1.254 1.123
H: -1.759 -0.335 1.860

lowest unoccupied orbital energy	0.4	eV
HOMO energy	-8.0	eV
energy above the lowest of the compared OMol25 structures with the same formula, charge and spin	1914.8	kJ/mol

=====

[5]
C15H22N2O4S as an isolated structure in a non-equilibrium geometry, computed with ωB97M-V/def2-TZVPD.

Geometry (Å):
C: -5.640 -1.505 0.100
H: -5.815 -0.521 -0.352
H: -5.504 -1.399 1.080
H: -6.367 -2.268 -0.353
O: -4.436 -2.105 -0.687
C: -3.405 -1.262 -0.413
C: -2.359 -1.842 -1.019
C: -1.087 -1.038 -1.403
C: -0.973 0.194 -0.752
C: -1.918 0.669 0.051
C: -3.243 0.260 0.200
C: -4.281 0.827 0.984
O: -4.622 0.036 1.967
N: -4.450 2.088 0.754
H: -4.015 2.429 -0.182
H: -5.100 2.532 1.462
H: -1.755 1.503 0.598
S: 0.597 0.984 -0.666
O: 0.521 2.498 -0.374
O: 1.196 0.861 -1.916
N: 1.468 0.200 0.315
H: 1.343 0.786 1.444
C: 2.870 -0.065 0.111
C: 3.732 1.093 0.251
C: 5.258 0.920 -0.483
C: 6.061 0.038 0.884
C: 5.899 -1.697 0.830
C: 4.568 -1.914 0.367
H: 4.409 -3.156 0.828
C: 3.355 -1.368 1.034
H: 2.488 -1.906 0.992
H: 3.505 -0.980 1.838
H: 4.493 -2.031 -0.670
H: 6.621 -2.014 0.114
H: 6.108 -1.970 1.824
H: 5.615 0.571 1.882
H: 7.063 0.290 0.712
H: 5.333 0.199 -0.901
H: 5.741 1.751 -0.389
H: 3.281 1.881 -0.558
H: 3.812 1.438 1.223
H: 2.662 -0.472 -0.735
H: -0.338 -1.508 -1.812
H: -2.478 -2.807 -1.641

lowest unoccupied orbital energy	-0.2	eV
HOMO energy	-8.7	eV
energy above the lowest of the compared OMol25 structures with the same formula, charge and spin	1598.1	kJ/mol

=====

[6]
C15H22N2OSe5W as an isolated structure in a non-equilibrium geometry, computed with ωB97M-V/def2-TZVPD.

Geometry (Å):
W: -0.315 0.254 -0.136
Se: -1.680 -2.094 -1.057
Se: -3.352 -0.512 -0.678
Se: -2.479 0.936 -2.324
Se: -1.895 2.526 -0.718
C: 4.714 -0.649 4.655
C: 3.942 -1.568 3.711
C: 3.423 -0.814 2.490
C: 2.679 -1.712 1.511
N: 1.513 -2.367 2.105
C: 0.384 -1.777 2.506
Se: -0.063 0.088 2.370
N: -0.442 -2.710 3.009
C: -1.776 -2.476 3.550
C: -2.862 -3.067 2.661
C: -4.260 -2.855 3.239
C: -4.659 -1.383 3.342
C: 0.174 -3.957 2.925
C: -0.238 -5.224 3.317
C: 0.640 -6.264 3.088
C: 1.891 -6.047 2.493
C: 2.301 -4.786 2.113
C: 1.416 -3.740 2.341
H: 5.078 -1.200 5.521
H: 4.076 0.159 5.014
H: 5.574 -0.209 4.150
H: 3.103 -2.009 4.256
H: 4.598 -2.381 3.386
H: 4.266 -0.374 1.953
H: 2.777 0.003 2.813
H: 3.356 -2.491 1.165
H: 2.359 -1.149 0.635
H: -1.918 -1.403 3.627
H: -1.819 -2.892 4.559
H: -2.695 -4.139 2.537
H: -2.793 -2.618 1.668
H: -4.329 -3.326 4.224
H: -4.971 -3.361 2.584
H: -4.021 -0.833 4.034
H: -5.681 -1.293 3.707
H: -4.606 -0.900 2.365
H: -1.196 -5.395 3.785
H: 0.359 -7.267 3.377
H: 2.552 -6.887 2.332
H: 3.272 -4.632 1.664
O: 1.200 0.403 -0.824

lowest unoccupied orbital energy	-0.2	eV
HOMO energy	-7.0	eV
energy above the lowest of the compared OMol25 structures with the same formula, charge and spin	141.5	kJ/mol

=====

[7]
C15H23AlBrF4N4O4S as an isolated structure in a non-equilibrium geometry, computed with ωB97M-V/def2-TZVPD.

Geometry (Å):
C: 1.879 3.518 -0.695
C: 2.015 1.960 -0.935
Br: 3.942 1.580 -1.181
C: 1.433 1.088 0.280
N: -0.013 0.698 -0.038
C: -0.839 1.590 0.812
C: -0.247 -0.672 0.194
N: -0.892 -1.275 1.307
C: -2.362 -1.147 1.370
C: -3.161 -1.242 0.042
C: -4.085 -2.401 -0.098
C: -4.923 -2.560 -1.302
C: -4.886 -1.599 -2.419
C: -3.991 -0.452 -2.293
C: -3.164 -0.301 -1.076
C: -0.207 -1.017 2.572
O: 0.983 -0.678 2.664
O: -0.915 -1.218 3.645
N: 0.201 -1.530 -0.717
C: 0.872 -1.166 -1.979
N: 2.337 -1.410 -1.777
S: 0.035 -3.256 -0.454
C: 0.972 -3.729 1.068
O: -1.351 -3.700 -0.418
O: 0.697 -4.006 -1.541
H: 2.678 3.940 -0.020
H: 0.856 3.843 -0.374
H: 2.063 4.005 -1.703
H: 1.510 1.738 -1.908
H: 1.515 1.735 1.186
H: 2.018 0.136 0.338
H: -1.940 1.395 0.778
H: -0.705 2.678 0.550
H: -0.541 1.508 1.903
H: -2.742 -1.942 2.072
H: -2.634 -0.173 1.880
H: -4.211 -3.181 0.686
H: -5.643 -3.413 -1.405
H: -5.492 -1.681 -3.350
H: -3.907 0.337 -3.086
H: -2.508 0.600 -1.040
H: 0.580 -1.842 -2.836
H: 0.675 -0.128 -2.332
H: 2.850 -0.740 -2.359
H: 2.541 -2.339 -2.169
H: 2.001 -3.267 1.070
H: 0.392 -3.528 2.002
H: 1.109 -4.839 0.980
F: 3.522 4.981 1.818
Al: 5.043 5.618 2.424
F: 5.556 4.683 3.808
F: 4.830 7.289 2.892
F: 6.254 5.514 1.166

lowest unoccupied orbital energy	0.7	eV
HOMO energy	-6.7	eV
net charge	-1

=====

[8]
C15H23BCoN6Si as an isolated structure in a non-equilibrium geometry, computed with ωB97M-V/def2-TZVPD.

Geometry (Å):
H: 1.089 3.649 -0.741
N: 0.708 2.026 -2.145
B: 0.236 0.555 -4.169
N: 0.666 1.947 -3.548
C: 0.944 3.170 -4.024
Co: 0.643 0.482 -1.301
H: 0.977 3.407 -5.064
C: 1.202 4.023 -2.954
H: 1.495 5.042 -3.021
C: 1.039 3.307 -1.773
H: 0.230 0.659 -5.349
C: -0.915 -2.454 1.725
H: -0.980 -3.299 2.409
H: -0.222 -2.762 0.922
H: -1.929 -2.287 1.341
N: -1.195 0.115 -3.700
N: 1.291 -0.513 -3.717
N: -1.451 -0.067 -2.345
N: 1.411 -0.717 -2.330
C: -2.323 -0.152 -4.418
C: 2.012 -1.460 -4.332
H: -2.368 -0.105 -5.503
H: 2.065 -1.554 -5.405
C: -3.332 -0.515 -3.539
C: 2.620 -2.252 -3.376
C: -2.753 -0.424 -2.235
C: 2.235 -1.792 -2.129
H: -4.316 -0.819 -3.804
H: 3.262 -3.096 -3.586
H: -3.312 -0.601 -1.337
H: 2.465 -2.207 -1.150
H: -0.820 -0.388 1.507
C: 1.594 -0.824 5.623
Si: -0.051 -0.060 5.124
C: -1.593 -0.783 5.911
C: -0.052 1.820 5.382
C: 0.052 -0.814 3.398
C: -0.494 -1.110 2.249
H: 1.834 -0.964 6.686
H: 2.387 -0.235 5.138
H: 1.606 -1.805 5.122
H: -1.624 -0.733 7.010
H: -2.514 -0.302 5.550
H: -1.683 -1.843 5.638
H: 0.844 2.279 4.935
H: -0.909 2.308 4.893
H: -0.073 2.147 6.433

spin multiplicity	4
lowest unoccupied orbital energy (spin up / spin down)	0.4 / 0.1	eV
HOMO energy (spin up / spin down)	-7.4 / -7.1	eV
energy above the lowest of the compared OMol25 structures with the same formula, charge and spin	0.0	kJ/mol
expectation value of S²	3.776

=====

[9]
C15H23BeCl2CsFLiMgO8P as an isolated structure in a non-equilibrium geometry, computed with ωB97M-V/def2-TZVPD.

Geometry (Å):
C: -3.765 -5.501 0.311
C: -3.883 -4.616 -0.728
O: -2.821 -3.899 -1.259
C: -2.284 -3.013 -0.392
O: -2.683 -2.729 0.688
O: -1.213 -2.394 -0.949
P: 0.181 -2.522 -0.011
C: 1.015 -0.895 0.098
C: 0.845 -0.439 1.580
C: 1.301 -3.784 -0.770
C: 0.796 -5.185 -0.290
H: -3.279 -6.469 0.225
H: -4.165 -5.175 1.270
H: -4.837 -4.502 -1.240
H: 0.503 -0.156 -0.516
H: 2.078 -0.918 -0.138
H: 1.483 0.402 1.840
H: -0.199 -0.183 1.771
H: 1.055 -1.310 2.203
H: 1.328 -3.756 -1.869
H: 2.310 -3.666 -0.377
H: 1.543 -5.666 0.331
H: 0.532 -5.801 -1.154
H: -0.092 -5.050 0.329
Cl: 3.286 -7.817 -0.476
Li: 1.135 -6.334 -2.614
Be: 3.069 -8.664 -2.434
C: -0.332 2.538 0.523
O: 0.232 2.119 -0.482
O: 0.223 3.188 1.449
O: -1.555 2.385 0.795
Mg: 1.257 -8.327 -4.569
F: 3.984 5.584 -0.410
C: 3.014 6.246 0.252
C: 1.921 5.547 0.721
C: 0.927 6.225 1.404
C: 1.029 7.596 1.603
C: 2.135 8.286 1.122
C: 3.139 7.608 0.446
H: 1.851 4.483 0.549
H: 0.072 5.683 1.779
H: 0.248 8.125 2.134
H: 2.215 9.354 1.273
H: 4.012 8.126 0.070
C: -2.610 6.576 0.765
O: -2.250 5.832 1.881
H: -1.711 6.962 0.282
H: -3.170 5.970 0.061
H: -3.276 7.522 1.134
H: -3.057 5.511 2.300
O: 0.618 -9.681 -4.526
H: -0.245 -10.077 -4.645
Cl: -4.785 8.014 0.363
Cs: 2.876 -11.351 -1.707

lowest unoccupied orbital energy	-6.7	eV
HOMO energy	-7.6	eV
net charge	+1

=====

[10]
A 2-piece molecular cluster, C15H23Br2F8O overall in a non-equilibrium geometry, computed with ωB97M-V/def2-TZVPD.

Geometry (Å):
C: -5.350 -1.589 -1.022
C: -3.901 -2.207 -1.292
C: -3.535 -1.896 -2.826
C: -1.988 -1.576 -3.066
C: -1.611 -1.453 -4.626
C: -0.979 -2.645 -2.411
C: -0.152 -1.802 -1.296
C: 1.164 -2.584 -0.848
O: 2.260 -1.626 -0.741
C: 2.162 -0.877 0.495
C: 2.196 0.681 0.143
F: 3.518 1.133 0.457
F: 2.084 0.795 -1.257
C: 1.148 1.579 0.933
F: -0.039 0.879 1.263
F: 1.698 1.963 2.183
C: 0.677 2.903 0.182
F: -0.069 3.656 1.134
F: -0.238 2.623 -0.853
C: 1.837 3.870 -0.317
F: 2.230 3.624 -1.659
F: 2.941 3.941 0.551
H: -5.760 -1.915 -0.015
H: -6.073 -1.856 -1.856
H: -5.264 -0.454 -1.004
H: -3.109 -1.812 -0.570
H: -3.946 -3.344 -1.176
H: -3.901 -2.750 -3.478
H: -4.154 -0.976 -3.135
H: -1.805 -0.530 -2.618
H: -0.504 -1.692 -4.704
H: -2.168 -2.201 -5.276
H: -1.738 -0.385 -5.032
H: -1.532 -3.447 -1.814
H: 0.164 -0.839 -1.810
H: -0.783 -1.504 -0.390
H: 1.441 -3.434 -1.564
H: 1.029 -3.083 0.177
H: 3.112 -1.157 1.076
H: 1.291 -1.204 1.138
H: 1.392 4.923 -0.338
Br: 2.682 2.871 7.983
C: 3.455 2.977 6.196
C: 3.078 1.778 5.364
Br: 4.122 0.210 5.867
H: 4.531 3.092 6.322
H: 3.044 3.889 5.763
H: 3.315 1.950 4.313
H: 2.028 1.502 5.454

lowest unoccupied orbital energy	2.0	eV
HOMO energy	-1.6	eV
energy above the lowest of the compared OMol25 structures with the same formula, charge and spin	269.5	kJ/mol
net charge	-1